(1)
Density functional theory data (wB97M-V/def2-TZVPD) for one molecule with the formula C23H22N2O4S.

```
52
Properties=species:S:1:pos:R:3
S -1.549 -1.717 -1.674
C 0.473 -2.312 0.116
H -0.312 0.324 -3.067
H -2.859 1.943 -2.563
C 1.500 -1.574 -0.577
H 4.398 1.922 -2.096
H 4.257 1.766 0.325
N -1.732 -0.725 0.729
C -1.956 0.973 3.945
C 2.435 -0.873 0.206
H 4.201 0.473 1.528
O 2.429 -0.949 1.556
H 0.941 -2.062 -2.596
C -2.525 1.846 -0.152
C -0.666 -2.930 -0.625
C -2.348 1.546 1.261
H -1.798 0.760 4.992
H -1.387 -3.356 0.069
C -2.371 2.246 3.556
H -2.536 3.008 4.304
C -1.742 -0.014 3.012
C 4.378 0.694 0.481
C 3.418 -0.063 -0.382
C -1.938 0.262 1.655
N -2.230 0.776 -1.013
H 2.658 -0.666 -3.624
H -2.749 0.203 -2.949
H 5.510 0.564 -2.160
H -0.219 -2.935 2.026
H 1.055 1.027 -1.191
C -0.043 2.276 -2.205
C 2.585 -0.714 -2.548
C 1.614 -1.498 -1.971
O 1.636 -1.766 3.448
H -1.413 -0.998 3.304
C 4.505 0.890 -2.427
O -2.898 2.909 -0.604
H -0.665 3.129 -1.925
C -1.861 -0.430 -0.510
H -0.331 -3.692 -1.331
H -2.879 3.511 1.893
C -2.564 2.533 2.224
C 3.480 0.022 -1.770
H 5.405 0.433 0.230
H 0.798 2.639 -2.814
C -2.259 1.038 -2.440
C 0.525 -2.397 1.462
C 1.539 -1.720 2.247
H 4.406 0.857 -3.509
H -0.977 1.643 -4.040
O 0.435 1.739 -0.993
C -0.860 1.269 -3.023
```

Results
SMILES string   Cc1ccc2c(CSc3nc4ccccc4c(=O)n3CCCO)cc(=O)oc2c1C
Energy relative to the best compared isomer or geometry (same formula, charge and spin)   0.0 kJ/mol

(2)
Density functional theory data (wB97M-V/def2-TZVPD) for C49H43FN5O5PPt as an isolated structure.

```
105
Properties=species:S:1:pos:R:3
H 1.844 5.450 -3.354
C 1.649 4.998 -0.760
C 3.812 1.156 0.634
H 3.811 -3.863 6.903
C 2.840 2.095 0.319
C 0.866 -1.871 0.599
H 2.059 -4.838 1.775
C 4.369 0.370 -0.367
H 3.939 -2.128 4.505
H -3.687 -2.293 2.221
C 2.122 -6.100 -0.963
H 2.337 -5.810 -1.991
C 0.823 -5.448 -0.493
C -0.013 2.498 -5.061
H 1.121 -5.186 4.032
C 2.421 2.283 -1.002
C -5.150 1.198 1.542
C 2.611 7.545 -0.105
C -4.171 1.281 -0.786
C 1.151 -3.252 0.621
C 1.311 4.633 -3.828
H 5.114 -0.380 -0.123
H 2.966 -5.795 -0.342
C -4.384 0.576 0.559
H 2.028 -7.185 -0.922
C 3.019 5.225 -0.602
C 3.013 1.512 -2.004
H 5.221 -3.506 5.900
C 0.498 3.548 -5.818
N 2.625 -3.696 4.001
C -2.579 2.984 -1.054
H -5.048 -1.169 3.959
C -2.885 0.807 -1.497
C 0.518 -1.995 -1.815
P 0.945 3.362 -1.263
H 2.597 -2.341 5.616
C -4.101 -1.310 2.035
H 0.570 -5.772 0.517
H 0.397 3.531 -6.897
C 3.332 -2.869 5.018
H 1.553 5.419 -5.807
C 1.802 -4.717 4.734
C -5.388 0.575 2.757
C -6.710 -0.143 -3.282
H -8.482 2.483 -2.112
C -7.661 1.788 -2.238
H 2.727 1.655 -3.037
H 0.815 -0.055 1.718
H 4.403 -0.047 -2.472
O -2.672 -0.343 -1.863
Pt -0.236 1.115 -2.305
C 1.150 4.610 -5.208
H -8.672 0.611 -3.720
C 1.945 -3.024 2.890
H 2.498 -5.931 6.397
C -3.864 -0.687 0.817
H -3.277 -1.188 0.059
H -0.504 1.666 -5.551
O -2.094 4.094 -0.965
H -0.290 5.895 -0.703
H 3.382 -4.261 3.586
H -4.367 3.320 -0.061
C 1.065 -1.108 1.753
H 0.556 8.152 -0.137
C 2.789 -5.731 5.360
O -0.075 -0.085 -0.521
C -5.429 1.081 -1.645
H -6.779 -0.961 -3.988
C 0.112 2.514 -3.679
C 1.250 7.330 -0.264
O 0.938 -0.201 -3.346
C -5.550 0.021 -2.538
N -3.845 2.676 -0.624
C -6.498 1.960 -1.503
H 1.210 -4.194 5.483
H -5.989 1.074 3.506
H -5.581 2.176 1.365
C 3.493 6.488 -0.272
H 0.678 -3.941 -2.591
H 2.769 -6.673 4.814
O 0.583 -2.246 -4.148
H 2.390 2.695 1.103
H 2.985 8.530 0.146
C 4.187 -3.841 5.874
H 4.135 1.038 1.664
C -4.860 -0.682 3.010
N 4.131 -5.162 5.248
C 0.632 -1.442 -3.228
C 0.807 3.583 -3.071
H 3.723 4.416 -0.747
C 0.679 -3.333 -1.694
C 1.725 -3.807 1.756
H 4.559 6.647 -0.158
H -6.433 2.795 -0.816
H -4.734 -0.676 -2.657
C 1.585 -1.686 2.875
H 4.831 -5.782 5.629
C 0.770 6.068 -0.586
H 0.007 -5.758 -1.145
C -7.769 0.740 -3.138
C 0.396 -1.222 -0.605
N -2.015 1.851 -1.625
N 0.871 -3.991 -0.507
C 3.970 0.557 -1.684
F 1.765 -0.947 3.986
```

Results
Energy relative to the best compared isomer or geometry (same formula, charge and spin)   66.2 kJ/mol

(3)
Density functional theory data (wB97M-V/def2-TZVPD) for a 2-piece molecular cluster, C14H17N3 overall.

```
34
Properties=species:S:1:pos:R:3
H 2.738 4.150 -1.032
C -1.310 -1.750 -0.110
H 2.734 -0.455 1.420
C -3.372 -2.034 -3.648
H -4.544 -3.213 -2.382
H -1.606 -3.465 1.320
C 1.108 2.705 3.054
H -4.815 -1.290 -2.128
H 1.363 -0.716 3.519
N -2.005 -1.319 -1.171
H -3.059 -2.950 -4.229
C -3.123 -2.272 -1.285
H 0.446 1.614 4.600
H -0.449 -1.144 0.258
N 2.019 3.883 0.923
C -2.957 -3.287 -0.299
C 2.753 3.353 -0.284
C 1.839 2.657 1.807
C -4.058 -2.110 -2.299
C 2.885 2.023 -0.211
H 4.182 0.322 -0.243
C 1.598 0.377 3.075
H 2.977 0.360 -1.556
C 0.941 1.487 3.635
H 0.608 3.640 3.377
H 4.354 1.534 -1.736
H -3.984 -1.484 -4.422
N -1.906 -2.856 0.529
C 3.666 1.027 -0.916
H -3.551 -4.197 -0.190
C 2.271 0.420 1.847
C 2.357 1.556 1.112
H -2.456 -1.381 -3.656
H 2.355 4.815 1.325
```

Results
SMILES string   Cc1c[nH]c2ccccc12.CCc1c[nH]cn1
Energy relative to the best compared isomer or geometry (same formula, charge and spin)   337.4 kJ/mol

(4)
Density functional theory data (wB97M-V/def2-TZVPD) for a 9-piece molecular cluster, H18O9 overall.

```
27
Properties=species:S:1:pos:R:3
O -7.620 -4.901 3.335
O -5.929 -5.631 6.593
H -9.423 -4.995 6.381
H -5.533 -5.816 5.710
H -5.538 -7.165 4.185
O -6.842 -9.095 3.007
H -10.197 -8.258 4.280
O -9.413 -8.864 4.414
H -6.683 -10.010 3.120
O -11.563 -7.158 3.512
H -10.069 -5.237 1.059
H -11.102 -6.396 3.071
H -7.408 -4.081 2.853
O -5.253 -6.212 4.107
O -8.456 -7.364 1.236
H -9.705 -9.722 4.767
H -7.673 -9.020 3.475
H -9.010 -8.148 1.250
H -7.718 -7.672 1.757
H -7.838 -5.081 6.467
O -8.643 -4.618 5.962
H -5.361 -4.943 6.935
H -6.056 -5.750 3.845
H -12.122 -6.833 4.239
H -7.961 -4.586 4.188
O -10.391 -4.959 1.965
H -9.584 -4.921 2.494
```

Results
SMILES string   O.O.O.O.O.O.O.O.O
Energy relative to the best compared isomer or geometry (same formula, charge and spin)   122.0 kJ/mol

(5)
Density functional theory data (wB97M-V/def2-TZVPD) for one molecule with the formula C3H5FOS.

```
11
Properties=species:S:1:pos:R:3
C 0.241 -0.371 -0.206
C 1.648 0.154 0.182
F 2.301 -1.078 -0.028
H 0.081 -0.495 -1.363
C -1.859 0.499 -0.063
O -0.620 0.817 0.023
S -2.777 -0.866 0.077
H 1.842 1.069 -0.499
H 2.020 0.258 1.407
H -0.303 -1.255 0.422
H -2.571 1.269 0.047
```

Results
SMILES string   FCCOC=S
Energy relative to the best compared isomer or geometry (same formula, charge and spin)   258.9 kJ/mol

(6)
Density functional theory data (wB97M-V/def2-TZVPD) for C15H20BrF2N3NbO4PS2 as an isolated structure.

```
49
C15H20BrF2N3NbO4PS2 (wB97M-V/def2-TZVPD)
C -0.757 2.237 -3.762
H 1.068 4.309 2.413
S -1.063 0.899 -1.488
H 3.864 -4.854 0.910
N 1.027 -2.367 -0.005
F -1.267 -1.452 2.675
O -0.722 1.034 3.952
H 1.641 2.446 -6.153
P -1.279 1.446 2.616
C 2.149 -4.482 -0.345
H -0.607 3.365 -5.585
C 3.069 -4.166 0.648
C 1.116 0.774 -3.190
C 1.927 -2.095 0.944
H -1.963 -0.656 0.045
H 1.141 2.772 1.709
C 1.732 1.218 -4.390
F -2.130 -2.656 0.973
H -3.538 1.947 1.871
H -4.562 -0.194 2.261
C -0.154 1.310 -2.893
H 0.413 -3.747 -1.394
H 2.713 0.821 -4.645
H -2.994 -0.414 1.654
H -1.196 3.814 3.166
H 2.202 -5.420 -0.882
C -0.773 3.186 2.377
C -3.104 1.347 2.676
C 1.889 -0.238 -2.341
C -0.121 2.650 -4.934
C 2.958 -2.945 1.310
O 1.396 -0.677 -1.255
O -0.908 0.673 1.374
C 1.157 -3.556 -0.630
S 1.717 -0.594 1.694
N 0.720 3.349 2.453
Nb -0.140 -0.656 0.045
H 1.018 2.887 3.330
H -1.736 2.644 -3.523
C 1.129 2.139 -5.250
H -0.233 -2.903 1.682
H -1.087 3.556 1.398
H 3.658 -2.668 2.089
N -3.566 -0.067 2.449
H -3.258 -0.646 3.243
O 3.040 -0.603 -2.791
C -0.975 -2.101 1.491
H -3.499 1.670 3.642
Br -1.110 -2.335 -1.634
```

| no. | LUMO (eV) |
| --- | --- |
| 1 | -0.158 |
| 2 | -1.228 |
| 3 | 0.796 |
| 4 | 0.311 |
| 5 | 0.367 |
| 6 | -1.218 |